ORCA calculation (wB97M-V/def2-TZVPD) on a 12-piece molecular cluster, C43H113N17O12 overall at a distorted geometry.

The calculation puts the energy above the lowest of the compared OMol25 structures with the same formula, charge and spin at 1.306 eV. For the molar mass, the calculation gives 1060.5 g mol⁻¹. As for the SMILES: CC1(C)CCCC(C)(C)N1O.CC1(C)CCCC(C)(C)N1O.COC[C@H](C)N.COC[C@H](C)N.COC[C@H](C)N.COC[C@H](C)N.COC[C@H](C)N.NC(N)=O.NC(N)=O.NC(N)=O.NC(N)=O.NC(N)=O. The value obtained for the total energy is -96319.80880 eV. The HOMO-LUMO gap is 7.3294 eV.

Geometry as XYZ:
```
185
Properties=species:S:1:pos:R:3:forces:R:3
C 0.315 -2.294 1.648 0.882 0.316 0.066
C 0.345 -1.089 0.679 -0.228 -0.235 1.241
C -1.059 -0.522 0.771 -1.086 0.806 -0.135
C 1.359 -0.043 1.211 -0.916 -0.363 0.319
C 1.786 1.034 0.246 1.083 -1.948 0.138
C 2.426 0.209 -0.918 -1.092 0.856 0.563
C 1.367 -0.657 -1.646 0.412 -0.353 -0.457
C 0.409 0.172 -2.425 -1.552 0.811 -0.228
C 2.104 -1.489 -2.735 0.155 -0.758 1.236
N 0.714 -1.554 -0.637 3.128 1.174 0.176
O -0.211 -2.399 -1.167 -1.632 -0.265 -0.787
H 1.330 -2.686 1.711 0.023 -0.287 0.097
H 0.034 -1.951 2.644 0.024 0.098 0.120
H -0.393 -3.079 1.379 0.021 0.122 -0.331
H -1.200 0.273 1.502 0.626 0.391 0.073
H -1.369 -0.115 -0.191 -0.401 -0.179 0.075
H -1.767 -1.246 1.174 -0.180 -0.360 -0.725
H 0.967 0.395 2.129 -0.277 -0.110 0.122
H 2.305 -0.504 1.495 -0.060 -0.520 0.043
H 1.054 1.756 -0.117 -0.163 -0.101 0.092
H 2.536 1.501 0.884 0.193 0.815 -0.774
H 3.136 -0.550 -0.590 0.419 0.482 0.491
H 2.910 1.010 -1.478 0.088 -0.685 -1.041
H 0.969 0.919 -2.988 -0.209 0.255 -0.057
H -0.364 0.614 -1.797 0.316 0.706 0.247
H -0.230 -0.376 -3.118 0.412 -0.408 -0.234
H 1.404 -2.085 -3.320 -0.004 0.317 -0.256
H 2.752 -2.226 -2.259 0.143 -0.073 0.198
H 2.759 -0.867 -3.345 -0.396 0.149 -0.177
H 0.300 -3.145 -1.490 0.314 -0.731 -0.104
C -7.223 -4.679 -0.605 -0.204 -0.499 0.321
C -5.721 -4.996 -0.797 -0.109 1.800 -0.685
C -5.320 -4.663 -2.297 0.415 -0.236 0.748
C -4.923 -3.938 0.168 -0.378 -0.793 -0.993
C -3.725 -4.461 0.921 0.570 -1.698 0.053
C -3.730 -5.953 1.295 -1.635 -0.383 -0.966
C -4.245 -6.907 0.128 1.084 -0.666 0.728
C -3.108 -7.092 -0.924 -0.346 -0.679 1.312
C -4.545 -8.315 0.811 -0.739 0.134 0.159
N -5.447 -6.399 -0.507 0.245 1.284 3.012
O -6.104 -7.355 -1.231 -0.306 0.070 -0.686
H -7.532 -3.694 -0.956 0.364 0.036 -0.384
H -7.847 -5.436 -1.080 0.045 0.039 -0.216
H -7.511 -4.673 0.446 0.254 -0.265 0.200
H -4.231 -4.682 -2.325 0.127 -0.018 -0.245
H -5.689 -5.380 -3.030 -0.139 -0.266 0.203
H -5.630 -3.690 -2.678 -0.160 0.147 0.431
H -4.554 -3.137 -0.472 -0.101 -0.034 -0.294
H -5.578 -3.403 0.856 -0.490 -0.551 0.014
H -2.828 -4.441 0.302 0.176 1.005 0.066
H -3.610 -3.968 1.887 0.410 0.541 -0.341
H -4.389 -6.124 2.146 -0.025 -0.102 0.117
H -2.709 -6.199 1.588 -0.080 -0.383 -0.025
H -2.636 -6.145 -1.186 -0.115 -0.169 -0.399
H -3.480 -7.709 -1.742 0.068 0.437 -0.456
H -2.387 -7.747 -0.436 0.436 0.121 -0.032
H -5.496 -8.320 1.345 -0.145 0.739 0.163
H -3.832 -8.641 1.568 0.498 0.514 -0.126
H -4.720 -9.209 0.212 0.484 0.347 -0.915
H -5.546 -7.452 -2.005 -0.099 -0.415 -0.736
C -1.181 6.218 3.517 -0.048 0.061 0.419
O -0.679 4.829 3.595 -1.205 1.361 0.845
C -0.962 4.265 4.901 0.083 -0.336 0.408
C -1.077 2.726 4.914 -0.403 -0.138 -0.383
C -1.498 2.154 6.316 0.624 0.843 -1.563
N 0.108 2.000 4.457 0.361 0.419 0.493
H -0.698 6.816 2.744 0.513 -0.569 -0.080
H -1.077 6.770 4.451 0.521 -0.332 0.260
H -2.244 6.333 3.305 -0.258 -0.895 -0.154
H -0.186 4.626 5.576 0.271 -0.120 0.183
H -1.902 4.636 5.307 -0.221 0.245 -0.295
H -1.869 2.497 4.201 -0.193 -0.065 -0.120
H -2.426 2.619 6.650 0.205 0.012 0.253
H -0.634 2.372 6.944 -0.319 -0.085 0.612
H -1.625 1.074 6.233 0.016 0.187 0.073
H 0.649 2.452 3.734 -0.233 0.268 -0.735
H 0.778 2.032 5.213 0.170 0.151 0.567
C 1.355 4.573 -4.375 0.102 -0.665 0.406
O 2.378 4.166 -3.453 0.009 0.911 0.199
C 2.150 4.392 -2.041 -1.359 -0.281 -0.911
C 1.923 5.832 -1.571 1.745 0.387 0.599
C 3.184 6.582 -1.960 -0.510 0.445 -0.404
N 1.800 5.954 -0.123 -0.448 -0.104 -0.178
H 1.641 4.202 -5.359 0.214 -0.047 0.065
H 1.200 5.647 -4.477 0.172 0.174 0.356
H 0.403 4.098 -4.139 -0.126 0.104 0.183
H 1.247 3.835 -1.790 -0.088 -0.443 0.330
H 3.024 3.975 -1.542 -0.009 -0.044 0.065
H 1.017 6.269 -1.989 0.062 -0.021 -0.266
H 3.217 6.462 -3.043 0.897 0.394 -0.035
H 4.040 6.160 -1.434 0.122 -0.469 -0.360
H 3.198 7.621 -1.631 -0.428 0.133 -0.348
H 0.877 5.628 0.126 -0.194 0.081 0.399
H 2.458 5.378 0.383 0.295 -0.183 -0.166
C -3.258 0.318 -3.101 -0.413 -0.118 0.073
O -2.572 0.783 -4.210 0.588 1.803 -1.627
C -2.201 2.173 -4.126 0.776 -0.121 -0.412
C -2.128 2.914 -5.499 -0.237 -0.126 -1.349
C -1.059 2.340 -6.503 -0.296 0.089 1.618
N -1.884 4.373 -5.408 0.214 -0.323 0.516
H -3.936 1.070 -2.698 -0.151 0.193 0.118
H -2.553 0.039 -2.317 -0.179 -0.448 0.200
H -3.871 -0.490 -3.501 0.142 -0.392 0.609
H -2.886 2.663 -3.434 -0.184 0.303 -0.191
H -1.208 2.227 -3.680 0.252 0.089 0.213
H -3.091 2.774 -5.992 -0.336 -0.306 0.068
H -0.680 2.979 -7.301 -0.961 0.404 -0.223
H -1.489 1.420 -6.897 0.677 -0.157 0.001
H -0.137 2.242 -5.931 0.058 -0.890 0.151
H -2.644 4.877 -4.973 -0.233 -0.156 0.363
H -1.894 4.708 -6.361 0.232 0.089 -0.140
C 5.883 -1.599 -4.059 -1.001 -0.149 0.288
O 5.711 -0.574 -5.038 1.575 -0.190 0.686
C 6.023 0.707 -4.477 -1.528 -0.201 0.178
C 4.727 1.399 -4.041 -0.810 1.917 -1.325
C 3.572 1.481 -5.050 -0.772 -1.782 0.546
N 5.053 2.785 -3.825 1.256 1.369 1.011
H 5.014 -1.573 -3.400 -0.144 -0.126 0.250
H 6.747 -1.519 -3.399 0.389 0.435 -0.327
H 5.904 -2.602 -4.486 -0.001 0.260 -0.511
H 6.650 0.683 -3.586 0.241 -0.444 -0.008
H 6.551 1.335 -5.195 -0.175 -0.142 -0.348
H 4.285 1.039 -3.112 0.383 -0.547 0.024
H 3.232 0.447 -5.108 -0.473 -0.001 -1.028
H 3.686 1.993 -6.006 0.911 -0.514 -0.229
H 2.747 2.058 -4.634 0.049 -0.136 0.600
H 5.182 3.192 -4.741 0.425 0.171 -0.219
H 4.232 3.285 -3.514 -0.183 -0.021 0.279
C -4.243 1.690 1.174 0.515 -0.256 0.415
O -3.775 2.828 0.481 0.050 0.500 0.213
C -2.655 3.409 1.142 0.593 -1.462 -0.022
C -1.925 4.477 0.348 -2.615 1.358 -1.909
C -1.838 4.079 -1.129 -1.093 -0.202 0.081
N -0.642 4.812 0.803 1.433 -0.879 1.215
H -3.453 0.959 1.343 0.391 -0.186 -0.446
H -5.039 1.187 0.626 -0.045 0.411 -0.001
H -4.526 1.923 2.201 -0.614 0.358 0.073
H -2.846 3.635 2.191 -0.570 0.768 0.098
H -1.913 2.621 1.272 0.442 -0.586 -0.176
H -2.474 5.418 0.379 -0.532 0.081 0.069
H -1.305 3.128 -1.147 0.252 -0.025 -0.585
H -1.488 4.831 -1.836 0.932 0.092 0.512
H -2.835 3.929 -1.542 -0.179 -0.514 0.374
H -0.647 4.909 1.808 -0.266 0.329 -0.079
H -0.135 3.939 0.766 0.835 -0.461 -0.435
N 1.836 -4.076 4.539 -1.123 1.581 2.299
C 1.767 -5.067 3.662 -2.027 -2.855 1.923
N 2.692 -4.845 2.769 2.777 -1.365 -4.428
O 1.013 -6.087 3.804 1.584 2.473 -1.167
H 2.539 -3.361 4.416 -0.535 0.031 0.123
H 1.063 -3.926 5.171 0.340 0.073 0.146
H 3.313 -4.052 2.687 -0.490 0.480 0.657
H 2.954 -5.513 2.058 -0.608 -0.401 0.328
N 4.603 -0.492 4.030 -0.136 2.970 0.401
C 4.658 -1.800 3.825 2.986 3.146 4.213
N 5.418 -2.407 4.717 1.546 -1.573 1.893
O 4.118 -2.294 2.952 -4.408 -4.378 -6.541
H 4.097 0.055 3.349 0.222 0.149 0.276
H 5.155 -0.070 4.764 -0.405 0.284 -0.431
H 5.961 -1.831 5.344 -0.078 -0.796 0.083
H 5.420 -3.416 4.753 0.286 0.314 0.131
N 1.791 -0.223 6.031 6.476 3.013 1.415
C 0.825 -1.033 6.208 -1.832 -2.585 0.708
N -0.036 -0.665 5.327 -4.864 -0.679 -2.612
O 0.721 -1.966 6.967 0.323 -1.245 1.426
H 2.609 -0.378 6.603 0.167 0.502 -0.511
H 1.726 0.387 5.229 1.278 -0.186 0.533
H 0.194 0.203 4.864 -1.780 -0.144 -0.782
H -0.914 -1.162 5.294 0.079 0.421 -0.353
N 0.782 -5.590 0.211 0.174 1.379 3.063
C 0.911 -5.748 -1.085 0.391 2.707 -0.069
N 0.492 -6.911 -1.454 -0.582 -3.050 -2.131
O 1.309 -4.867 -1.848 0.278 0.210 -0.272
H 1.030 -4.694 0.605 -0.107 -0.203 0.121
H 0.451 -6.320 0.825 0.222 0.341 0.087
H -0.036 -7.447 -0.780 0.081 -0.404 -0.955
H 0.598 -7.045 -2.449 -0.606 -0.791 0.265
N 2.157 4.997 2.877 -3.804 5.061 1.747
C 2.807 3.926 2.749 0.822 -1.733 -1.295
N 4.006 4.237 2.344 4.625 -0.285 -0.871
O 2.319 2.839 2.818 -0.848 -3.663 0.399
H 2.730 5.822 2.983 -1.384 0.403 -0.029
H 1.160 4.919 3.017 -0.029 0.637 0.535
H 4.612 3.565 1.895 0.035 0.314 0.327
H 4.202 5.228 2.361 0.852 -0.669 -0.642
```
Forces are in eV/Å.